Record 1
76
Properties=species:S:1:pos:R:3 method="wB97M-V/def2-TZVPD" total_charge=0 energy_ha=-3952.38041 orbital_gap_ev=10.322 smiles=CCCOCB(Br)COO.CCO.CCO.CCO.CCO.CCO.CCO homo_ev=-9.88
C -9.250 3.952 -4.395
C -8.442 3.302 -5.524
C -7.179 2.621 -5.032
O -6.374 3.582 -4.376
C -5.063 3.151 -4.129
B -4.265 4.015 -3.110
Br -5.074 5.505 -2.258
C -2.758 3.663 -2.746
O -2.655 3.087 -1.443
O -3.467 1.905 -1.414
H -9.760 4.852 -4.740
H -8.599 4.242 -3.570
H -10.014 3.272 -4.012
H -8.163 4.041 -6.279
H -9.045 2.545 -6.034
H -7.426 1.814 -4.324
H -6.630 2.173 -5.871
H -4.479 3.119 -5.069
H -5.050 2.116 -3.735
H -2.151 4.568 -2.663
H -2.280 2.999 -3.482
H -3.065 1.338 -2.095
C 0.057 -0.463 0.581
C 0.302 0.452 -0.600
O -0.814 0.496 -1.490
H -0.172 -1.476 0.245
H 0.929 -0.484 1.234
H -0.791 -0.106 1.173
H 1.139 0.090 -1.198
H 0.550 1.457 -0.250
H -1.572 0.805 -0.980
C 2.689 1.004 4.192
C 2.901 1.917 3.002
O 1.747 1.974 2.171
H 2.422 0.002 3.854
H 3.582 0.942 4.818
H 1.859 1.373 4.797
H 3.708 1.552 2.365
H 3.178 2.922 3.340
H 1.008 2.263 2.721
C 5.012 -2.012 3.358
C 6.135 -0.994 3.337
O 6.418 -0.469 4.629
H 4.114 -1.563 3.785
H 4.789 -2.369 2.351
H 5.280 -2.878 3.968
H 5.857 -0.131 2.731
H 7.037 -1.430 2.895
H 6.685 -1.198 5.198
C -1.559 -0.629 5.441
C -1.159 0.829 5.329
O -0.699 1.162 4.022
H -0.722 -1.274 5.175
H -1.874 -0.867 6.458
H -2.391 -0.856 4.770
H -0.323 1.048 5.994
H -1.991 1.480 5.617
H -1.414 0.997 3.398
C 2.477 -3.197 0.001
C 2.049 -4.358 0.876
O 2.889 -4.513 2.017
H 3.504 -3.326 -0.339
H 1.839 -3.110 -0.879
H 2.416 -2.259 0.559
H 2.120 -5.299 0.332
H 1.006 -4.236 1.191
H 2.842 -3.695 2.524
C 6.247 -4.784 -3.086
C 4.734 -4.879 -3.120
O 4.104 -3.614 -2.951
H 6.578 -4.338 -2.148
H 6.700 -5.772 -3.182
H 6.616 -4.165 -3.908
H 4.372 -5.492 -2.294
H 4.401 -5.350 -4.052
H 4.382 -3.038 -3.670

---

Record 2
103
Properties=species:S:1:pos:R:3 method="wB97M-V/def2-TZVPD" total_charge=-1 energy_ha=-4880.38855 orbital_gap_ev=8.424 homo_ev=-6.37
Cu 27.824 -1.649 -5.593
C 24.553 -2.043 -5.930
O 23.396 -1.435 -5.359
O 25.593 -1.677 -5.155
C 24.270 -3.536 -6.215
F 23.376 -4.068 -5.346
F 23.705 -3.665 -7.443
F 25.291 -4.410 -6.185
C 22.108 -1.522 -6.001
C 21.369 -0.332 -5.390
H 20.286 -0.427 -5.499
H 21.558 -0.258 -4.322
H 21.679 0.595 -5.871
H 21.676 -2.507 -5.828
H 22.114 -1.299 -7.072
H 24.724 -1.611 -6.928
C 29.481 -2.980 -7.278
O 28.458 -2.124 -7.786
O 29.860 -2.493 -6.103
C 28.934 -4.432 -7.191
F 28.227 -4.758 -8.304
F 29.921 -5.338 -7.099
F 28.109 -4.684 -6.144
C 28.222 -1.891 -9.196
C 26.779 -2.269 -9.472
H 26.176 -2.178 -8.570
H 26.252 -1.794 -10.303
H 26.760 -3.308 -9.810
H 28.974 -2.460 -9.740
H 28.426 -0.819 -9.240
H 30.351 -3.134 -7.945
C 19.438 -5.643 -3.578
O 19.804 -6.511 -2.817
N 18.145 -5.486 -4.016
N 20.283 -4.836 -4.310
H 17.570 -6.276 -3.791
H 17.882 -4.690 -4.560
H 19.790 -4.560 -5.139
H 21.271 -4.751 -4.161
C 24.472 2.129 -4.144
O 24.461 3.309 -3.803
N 24.820 1.728 -5.396
N 23.829 1.167 -3.420
H 25.303 2.406 -5.953
H 24.756 0.738 -5.585
H 23.819 0.245 -3.828
H 23.418 1.378 -2.530
C 21.044 -0.013 -0.609
O 21.148 0.742 -1.567
N 21.995 -0.575 0.180
N 19.789 -0.497 -0.310
H 22.948 -0.283 0.046
H 21.710 -0.918 1.078
H 19.751 -1.108 0.485
H 18.986 -0.293 -0.869
C 25.122 -7.376 -4.264
O 23.931 -7.137 -4.421
N 25.519 -8.619 -3.867
N 26.183 -6.545 -4.448
H 24.811 -9.329 -3.878
H 26.489 -8.857 -3.957
H 27.056 -6.750 -3.999
H 26.180 -5.738 -5.048
C 22.977 -2.951 -1.987
O 22.633 -3.674 -1.062
N 22.117 -2.331 -2.845
N 24.273 -2.613 -2.243
H 22.604 -1.595 -3.321
H 21.170 -2.372 -2.510
H 25.030 -3.153 -1.861
H 24.497 -2.077 -3.070
C 24.185 -6.355 -9.997
O 24.718 -7.250 -10.633
N 24.805 -5.260 -9.472
N 22.842 -6.316 -9.753
H 24.226 -4.506 -9.145
H 25.742 -5.039 -9.752
H 22.400 -5.418 -9.657
H 22.254 -6.978 -10.231
C 23.345 -0.119 -8.935
O 23.406 -1.263 -9.351
N 22.291 0.733 -9.069
N 24.409 0.476 -8.339
H 21.631 0.491 -9.785
H 22.237 1.632 -8.630
H 25.234 -0.064 -8.144
H 24.410 1.418 -7.994
C 27.839 -3.127 -2.419
O 27.169 -2.412 -1.695
N 27.423 -3.745 -3.581
N 29.185 -3.230 -2.236
H 28.108 -4.380 -3.939
H 26.628 -3.291 -4.021
H 29.643 -2.756 -1.478
H 29.866 -3.653 -2.844
C 21.377 -7.544 -6.860
O 20.460 -7.807 -7.636
N 21.857 -8.392 -5.917
N 21.950 -6.316 -6.765
H 22.556 -8.020 -5.279
H 21.482 -9.318 -5.863
H 21.651 -5.470 -7.204
H 22.844 -6.270 -6.301

---

Copy entry 2 word for word.
103
Properties=species:S:1:pos:R:3 method="wB97M-V/def2-TZVPD" total_charge=-1 energy_ha=-4880.38855 orbital_gap_ev=8.424 homo_ev=-6.37
Cu 27.824 -1.649 -5.593
C 24.553 -2.043 -5.930
O 23.396 -1.435 -5.359
O 25.593 -1.677 -5.155
C 24.270 -3.536 -6.215
F 23.376 -4.068 -5.346
F 23.705 -3.665 -7.443
F 25.291 -4.410 -6.185
C 22.108 -1.522 -6.001
C 21.369 -0.332 -5.390
H 20.286 -0.427 -5.499
H 21.558 -0.258 -4.322
H 21.679 0.595 -5.871
H 21.676 -2.507 -5.828
H 22.114 -1.299 -7.072
H 24.724 -1.611 -6.928
C 29.481 -2.980 -7.278
O 28.458 -2.124 -7.786
O 29.860 -2.493 -6.103
C 28.934 -4.432 -7.191
F 28.227 -4.758 -8.304
F 29.921 -5.338 -7.099
F 28.109 -4.684 -6.144
C 28.222 -1.891 -9.196
C 26.779 -2.269 -9.472
H 26.176 -2.178 -8.570
H 26.252 -1.794 -10.303
H 26.760 -3.308 -9.810
H 28.974 -2.460 -9.740
H 28.426 -0.819 -9.240
H 30.351 -3.134 -7.945
C 19.438 -5.643 -3.578
O 19.804 -6.511 -2.817
N 18.145 -5.486 -4.016
N 20.283 -4.836 -4.310
H 17.570 -6.276 -3.791
H 17.882 -4.690 -4.560
H 19.790 -4.560 -5.139
H 21.271 -4.751 -4.161
C 24.472 2.129 -4.144
O 24.461 3.309 -3.803
N 24.820 1.728 -5.396
N 23.829 1.167 -3.420
H 25.303 2.406 -5.953
H 24.756 0.738 -5.585
H 23.819 0.245 -3.828
H 23.418 1.378 -2.530
C 21.044 -0.013 -0.609
O 21.148 0.742 -1.567
N 21.995 -0.575 0.180
N 19.789 -0.497 -0.310
H 22.948 -0.283 0.046
H 21.710 -0.918 1.078
H 19.751 -1.108 0.485
H 18.986 -0.293 -0.869
C 25.122 -7.376 -4.264
O 23.931 -7.137 -4.421
N 25.519 -8.619 -3.867
N 26.183 -6.545 -4.448
H 24.811 -9.329 -3.878
H 26.489 -8.857 -3.957
H 27.056 -6.750 -3.999
H 26.180 -5.738 -5.048
C 22.977 -2.951 -1.987
O 22.633 -3.674 -1.062
N 22.117 -2.331 -2.845
N 24.273 -2.613 -2.243
H 22.604 -1.595 -3.321
H 21.170 -2.372 -2.510
H 25.030 -3.153 -1.861
H 24.497 -2.077 -3.070
C 24.185 -6.355 -9.997
O 24.718 -7.250 -10.633
N 24.805 -5.260 -9.472
N 22.842 -6.316 -9.753
H 24.226 -4.506 -9.145
H 25.742 -5.039 -9.752
H 22.400 -5.418 -9.657
H 22.254 -6.978 -10.231
C 23.345 -0.119 -8.935
O 23.406 -1.263 -9.351
N 22.291 0.733 -9.069
N 24.409 0.476 -8.339
H 21.631 0.491 -9.785
H 22.237 1.632 -8.630
H 25.234 -0.064 -8.144
H 24.410 1.418 -7.994
C 27.839 -3.127 -2.419
O 27.169 -2.412 -1.695
N 27.423 -3.745 -3.581
N 29.185 -3.230 -2.236
H 28.108 -4.380 -3.939
H 26.628 -3.291 -4.021
H 29.643 -2.756 -1.478
H 29.866 -3.653 -2.844
C 21.377 -7.544 -6.860
O 20.460 -7.807 -7.636
N 21.857 -8.392 -5.917
N 21.950 -6.316 -6.765
H 22.556 -8.020 -5.279
H 21.482 -9.318 -5.863
H 21.651 -5.470 -7.204
H 22.844 -6.270 -6.301